(1)
{
  "formula": "C23H29ClN2S2TcTe",
  "method": "wB97M-V/def2-TZVPD",
  "elements": ["Tc", "C", "C", "C", "C", "C", "C", "C", "H", "H", "H", "H", "H", "H", "H", "H", "Cl", "C", "C", "C", "C", "C", "C", "C", "H", "H", "H", "H", "H", "H", "Te", "C", "C", "C", "C", "S", "H", "H", "H", "C", "N", "C", "C", "S", "N", "C", "C", "H", "H", "H", "H", "H", "H", "H", "H", "H", "H", "H", "H"],
  "xyz": [[1.189275, 0.345742, -0.014879], [2.079374, 3.048500, 3.404726], [1.964404, 2.942135, 1.913714], [1.039066, 3.706812, 1.203467], [0.941095, 3.630426, -0.179923], [1.815147, 2.821015, -0.902749], [2.788957, 2.080115, -0.211512], [2.831084, 2.109061, 1.190733], [2.841069, 3.787245, 3.662923], [2.380721, 2.101696, 3.851267], [1.142941, 3.370318, 3.856593], [0.374536, 4.364635, 1.750205], [0.202474, 4.221586, -0.705595], [1.794752, 2.816432, -1.984109], [3.540830, 1.522689, -0.764797], [3.587971, 1.533420, 1.710538], [-2.671543, -1.386538, -1.115817], [-1.965395, 0.281736, -1.137717], [-3.089074, 1.320139, -1.397113], [-2.740472, 2.343709, -2.441383], [-1.616869, 2.315199, -3.149413], [-0.613020, 1.285148, -2.929983], [-0.753220, 0.310223, -2.017569], [0.334227, -0.625102, -1.660334], [-3.951541, 0.762311, -1.776737], [-3.496568, 3.097118, -2.626141], [-1.440417, 3.052731, -3.920759], [0.286954, 1.307331, -3.535837], [1.111025, -0.631893, -2.433479], [0.000183, -1.644814, -1.485003], [-1.105439, 0.493815, 0.870568], [-3.542982, 1.953511, -0.112223], [-4.493072, 1.509467, 0.754088], [-4.549109, 2.275107, 1.956222], [-3.636103, 3.278952, 1.979652], [-2.715818, 3.329587, 0.533736], [-5.137525, 0.667059, 0.541705], [-5.250570, 2.091548, 2.756544], [-3.487011, 4.024393, 2.744256], [2.128906, -5.250865, -0.520439], [2.153602, -3.780004, -0.580301], [3.181835, -3.246962, -1.482747], [1.477922, -3.024643, 0.276266], [2.223182, -1.480194, 0.768003], [0.338557, -3.433835, 0.813097], [-0.567693, -4.367458, 0.129435], [-0.198916, -2.898233, 2.062282], [3.160190, -5.592755, -0.588259], [1.563054, -5.680703, -1.345175], [1.720478, -5.582026, 0.428882], [3.181491, -3.860965, -2.381108], [4.166913, -3.296532, -1.018284], [2.956991, -2.223316, -1.758400], [-0.328457, -4.416346, -0.928476], [-1.576863, -3.972820, 0.239651], [-0.531179, -5.362554, 0.569590], [0.584049, -2.445701, 2.662054], [-0.636846, -3.723506, 2.621503], [-0.987534, -2.173139, 1.854550]],
  "forces_ev_per_angstrom": [[0.0, 0.2, -0.1], [0.0, 0.0, 0.0], [0.1, -0.1, 0.0], [0.0, 0.0, -0.1], [-0.1, 0.0, 0.1], [0.1, -0.1, 0.0], [0.1, 0.0, -0.1], [0.0, 0.0, -0.1], [0.0, 0.0, 0.0], [0.0, 0.0, 0.0], [0.0, 0.0, 0.0], [0.0, 0.0, 0.0], [0.0, 0.0, 0.0], [0.0, 0.0, 0.0], [0.0, 0.0, 0.0], [0.0, 0.0, 0.0], [0.0, 0.1, 0.0], [0.0, -0.1, -0.1], [0.0, -0.1, 0.0], [-0.1, 0.0, 0.1], [0.1, 0.0, -0.1], [0.0, 0.1, -0.1], [-0.1, 0.0, 0.2], [0.1, 0.1, -0.2], [0.0, 0.0, 0.0], [0.0, 0.0, 0.0], [0.0, 0.0, 0.0], [0.0, 0.0, 0.0], [0.0, -0.1, 0.0], [0.0, 0.0, 0.0], [-0.2, 0.0, 0.1], [-0.1, 0.0, 0.0], [0.0, 0.0, 0.0], [0.0, 0.0, 0.0], [0.0, 0.0, 0.0], [0.0, 0.0, 0.0], [0.0, 0.0, 0.0], [0.0, 0.0, 0.0], [0.0, 0.0, 0.0], [0.0, 0.0, 0.0], [0.0, 0.0, 0.0], [0.0, 0.0, 0.0], [0.2, 0.1, 0.0], [0.1, -0.1, 0.0], [-0.1, 0.0, 0.0], [0.0, 0.0, 0.0], [0.0, -0.1, 0.0], [0.0, 0.0, 0.0], [0.0, 0.0, 0.0], [0.0, 0.0, 0.0], [0.0, 0.0, 0.0], [0.0, 0.0, 0.0], [0.0, 0.0, 0.0], [0.0, 0.0, 0.0], [0.0, 0.0, 0.0], [0.0, 0.0, 0.0], [0.0, 0.0, 0.0], [0.0, 0.0, 0.0], [0.0, 0.0, 0.0]],
  "total_charge": 2,
  "s2": 1.1705,
  "spin_multiplicity": 2,
  "homo_ha": [-0.5046, -0.5059],
  "e_above_lowest_kj_mol": 45.30,
  "homo_lumo_gap_ev": [5.7435, 6.6509]
}



(2)
{
  "formula": "C2H5NS",
  "method": "wB97M-V/def2-TZVPD",
  "elements": ["C", "N", "S", "C", "H", "H", "H", "H", "H"],
  "xyz": [[2.026150, -0.150831, 0.035970], [0.846189, 0.295187, -0.156733], [-0.318888, -0.891581, -0.090381], [-1.759625, 0.197861, -0.003509], [2.352655, -1.226399, 0.185084], [2.832330, 0.566214, -0.099769], [-1.739110, 0.611772, 0.986787], [-1.528564, 0.954733, -0.723205], [-2.711135, -0.356959, -0.134242]],
  "forces_ev_per_angstrom": [[0.7, -0.1, -0.6], [1.1, -0.5, 0.4], [-1.2, -0.9, -0.1], [0.2, -0.9, 0.5], [-0.7, 1.1, 0.0], [0.0, 0.0, 0.2], [-0.3, 0.4, 0.4], [-0.5, 0.5, -0.5], [0.7, 0.4, -0.3]],
  "smiles": "C=NSC",
  "homo_ha": -0.3102,
  "e_above_lowest_kj_mol": 116.78,
  "homo_lumo_gap_ev": 9.4671
}



(3)
{
  "formula": "C10H33O8V",
  "method": "wB97M-V/def2-TZVPD",
  "elements": ["V", "O", "H", "O", "H", "O", "H", "C", "C", "O", "H", "H", "H", "H", "H", "H", "C", "C", "O", "H", "H", "H", "H", "H", "H", "C", "C", "O", "H", "H", "H", "H", "H", "H", "C", "C", "O", "H", "H", "H", "H", "H", "H", "C", "C", "O", "H", "H", "H", "H", "H", "H"],
  "xyz": [[4.619368, 2.743637, -22.298553], [3.810974, 0.967434, -21.434866], [3.256053, 0.378810, -21.956357], [5.362447, 4.355706, -23.408953], [5.105268, 4.989907, -24.080405], [4.041475, 3.904410, -20.609776], [4.177681, 3.331144, -19.848829], [4.224336, 7.804317, -24.044475], [2.994241, 7.146581, -23.405150], [3.303940, 6.284047, -22.355948], [3.914650, 8.373188, -24.929702], [4.968335, 7.069062, -24.341506], [4.649371, 8.500020, -23.319753], [2.433850, 6.618606, -24.200162], [2.349226, 7.928934, -23.000620], [3.918175, 5.592030, -22.688859], [8.446733, 3.398418, -20.180046], [7.075211, 2.734023, -20.139584], [6.652647, 2.384927, -21.450284], [8.759661, 3.806126, -19.218666], [8.419395, 4.252343, -20.864115], [9.183758, 2.694994, -20.583109], [6.318415, 3.419419, -19.764506], [7.134090, 1.851539, -19.491469], [7.228104, 1.712696, -21.822945], [2.603730, 2.492183, -25.528989], [2.103518, 3.535709, -24.545903], [2.605806, 3.251041, -23.269794], [2.338976, 1.500454, -25.152663], [3.684729, 2.543213, -25.634104], [2.098269, 2.612536, -26.491825], [1.007540, 3.548314, -24.547442], [2.436713, 4.535060, -24.857593], [2.006968, 3.545597, -22.568221], [-0.546376, 0.643571, -20.171366], [0.494258, 0.846317, -21.264005], [1.250278, 2.002607, -21.030182], [-0.159331, 0.875866, -19.181448], [-0.872009, -0.407669, -20.138372], [-1.456054, 1.215476, -20.368140], [-0.034271, 0.922077, -22.226477], [1.164193, -0.022081, -21.297963], [2.211577, 1.761828, -21.069592], [5.515814, 0.045484, -25.994672], [6.106864, 0.935464, -24.904259], [5.245040, 1.084444, -23.772137], [6.346250, -0.424491, -26.531931], [4.950506, 0.634463, -26.712996], [4.886230, -0.737451, -25.577809], [6.277505, 1.941726, -25.286862], [7.078534, 0.562899, -24.558223], [5.314561, 0.370014, -23.123012]],
  "forces_ev_per_angstrom": [[-0.7, 0.9, 0.4], [0.0, -0.1, 0.1], [0.1, 0.0, -0.2], [0.2, 0.1, -0.1], [0.0, -0.3, -0.1], [0.5, -0.5, -0.7], [-0.3, -0.1, 0.0], [-0.6, 0.3, 0.2], [0.3, -0.2, -0.5], [0.0, 0.0, -0.1], [0.1, 0.0, 0.0], [0.1, 0.0, 0.1], [0.3, -0.1, -0.1], [-0.1, 0.2, 0.1], [-0.1, 0.0, 0.0], [0.1, -0.1, 0.6], [-0.2, 0.3, -0.6], [0.5, 0.3, 0.4], [-0.1, -0.1, 0.0], [0.0, -0.4, 0.2], [-0.1, -0.1, 0.0], [0.1, 0.1, 0.3], [-0.1, 0.0, -0.1], [-0.3, 0.0, -0.1], [0.0, 0.0, 0.0], [-0.4, -0.2, 0.2], [0.1, 0.3, -0.4], [-0.1, -0.3, 0.5], [0.1, 0.0, 0.0], [0.0, 0.1, -0.1], [0.2, 0.1, -0.1], [0.0, -0.1, 0.1], [0.0, -0.1, 0.0], [0.2, -0.1, 0.1], [-0.5, -0.7, -0.1], [0.2, 0.0, 0.2], [-0.1, 0.2, 0.0], [0.1, 0.2, -0.1], [0.1, 0.1, -0.1], [0.2, 0.3, 0.2], [0.1, -0.1, -0.1], [-0.1, 0.0, -0.1], [0.1, 0.1, 0.1], [0.6, 0.1, 0.0], [-0.1, 0.1, 0.5], [0.1, 0.2, -0.5], [-0.2, -0.1, -0.1], [-0.2, -0.1, 0.0], [0.0, 0.0, 0.0], [0.0, 0.1, 0.1], [0.0, -0.1, -0.1], [-0.2, 0.0, 0.0]],
  "total_charge": -1,
  "s2": 3.7542,
  "spin_multiplicity": 4,
  "homo_ha": [-0.0652, -0.1492],
  "homo_lumo_gap_ev": [4.4207, 6.6850]
}



(4)
{
  "formula": "C3H9N2",
  "method": "wB97M-V/def2-TZVPD",
  "elements": ["C", "N", "C", "C", "N", "H", "H", "H", "H", "H", "H", "H", "H", "H"],
  "xyz": [[1.355933, 0.894574, -0.719495], [0.454383, 0.004652, -0.377043], [0.815985, -1.472893, -0.293261], [-1.038349, 0.459611, -0.054586], [-1.403002, 0.142308, 1.262056], [1.060326, 1.913828, -0.757016], [2.468544, 0.590848, -0.737398], [0.267884, -1.699386, 0.675860], [0.328902, -1.866723, -1.190984], [1.892887, -1.530153, -0.196661], [-1.667162, -0.283299, -0.689746], [-1.123786, 1.572424, -0.228890], [-0.930678, 0.722486, 1.818924], [-2.457998, 0.263504, 1.514875]],
  "forces_ev_per_angstrom": [[0.0, -2.8, 1.7], [1.3, 2.0, -0.5], [-2.2, 2.0, 1.6], [-0.8, -1.3, -2.0], [-3.4, -2.4, -0.7], [-0.1, 0.8, -0.2], [-2.0, 0.5, -0.5], [0.8, -0.7, -1.3], [0.5, -0.6, 0.4], [0.0, -0.4, -0.2], [1.0, 2.0, 0.3], [0.4, -1.3, -0.8], [2.1, 2.7, 3.3], [2.6, -0.5, -1.1]],
  "total_charge": 1,
  "smiles": "C=[N+](C)CN",
  "homo_ha": -0.5371,
  "e_above_lowest_kj_mol": 230.83,
  "homo_lumo_gap_ev": 9.6744
}